{"formula": "C5H6N2O", "method": "ωB97M-V/def2-TZVPD", "lumo_energy_ev": 1.042, "mol_weight_g_mol": 110.1, "smiles": "C1=C[C@H]2CN2N=CO1", "total_energy_ev": -10304.962, "orbital_gap_ha": 0.3444, "e_above_lowest_kcal_mol": 107.03, "species": ["C", "C", "C", "C", "N", "N", "C", "O", "H", "H", "H", "H", "H", "H"], "coordinates": [[1.499, 0.951, -0.229], [0.345, 1.466, 0.133], [-0.818, 0.564, 0.460], [-1.989, -0.199, -0.337], [-0.673, -0.597, -0.420], [0.029, -1.662, 0.099], [1.290, -1.408, 0.182], [1.916, -0.350, -0.304], [2.393, 1.454, -0.440], [0.052, 2.498, 0.066], [-0.935, 0.193, 1.550], [-2.400, 0.088, -1.392], [-2.667, -0.752, 0.302], [1.957, -2.246, 0.330]], "mulliken_charge": [-0.2086, -0.3387, -0.2273, -0.2752, 0.1451, -0.6488, 0.0369, -0.3689, 0.4439, 0.3460, 0.2086, 0.2101, 0.2992, 0.3777]}

---

{"formula": "C5H6N2O", "method": "ωB97M-V/def2-TZVPD", "lumo_energy_ev": 0.659, "mol_weight_g_mol": 110.1, "smiles": "NC1=CC(=O)[C@H]2N[C@@H]12", "total_energy_ev": -10308.413, "orbital_gap_ha": 0.3508, "e_above_lowest_kcal_mol": 27.46, "species": ["N", "C", "C", "C", "O", "C", "N", "C", "H", "H", "H", "H", "H", "H"], "coordinates": [[2.398, -0.593, 0.085], [1.062, -0.425, -0.092], [0.014, -1.225, 0.088], [-1.259, -0.461, -0.099], [-2.392, -0.881, 0.037], [-0.882, 0.999, -0.378], [-0.101, 1.658, 0.699], [0.656, 0.939, -0.396], [2.789, -1.507, 0.177], [2.976, 0.012, -0.498], [0.091, -2.262, 0.357], [-1.412, 1.631, -1.110], [-0.165, 1.087, 1.532], [1.225, 1.666, -0.981]], "mulliken_charge": [-0.4696, 0.5726, -0.7572, 0.2444, -0.5877, -0.1294, -0.5433, -0.2627, 0.2390, 0.2399, 0.3613, 0.4008, 0.3131, 0.3788]}

---

{"formula": "C5H6N2O", "method": "ωB97M-V/def2-TZVPD", "lumo_energy_ev": 0.557, "mol_weight_g_mol": 110.1, "smiles": "[H]/N=C/NC(=O)C#CC", "total_energy_ev": -10307.889, "orbital_gap_ha": 0.3804, "e_above_lowest_kcal_mol": 39.54, "species": ["H", "N", "C", "N", "C", "O", "C", "C", "C", "H", "H", "H", "H", "H"], "coordinates": [[4.168, -0.251, -0.022], [3.205, 0.158, -0.036], [2.403, -0.805, 0.029], [1.010, -0.707, -0.052], [0.206, 0.443, -0.007], [0.641, 1.554, 0.024], [-1.212, 0.084, 0.068], [-2.426, -0.049, -0.055], [-3.853, -0.307, -0.012], [2.752, -1.869, 0.134], [0.492, -1.598, 0.108], [-4.370, 0.671, -0.017], [-4.194, -0.907, -0.829], [-4.193, -0.828, 0.910]], "mulliken_charge": [0.2500, -0.5113, -0.0334, -0.1742, 0.3103, -0.4860, -0.4234, 0.8380, -1.2084, 0.2857, 0.2583, 0.2925, 0.3202, 0.2817]}

---

{"formula": "C5H6N2O", "method": "ωB97M-V/def2-TZVPD", "lumo_energy_ev": 0.963, "mol_weight_g_mol": 110.1, "smiles": "[H]/N=c1\\occcc1N", "total_energy_ev": -10308.249, "orbital_gap_ha": 0.3209, "e_above_lowest_kcal_mol": 31.24, "species": ["H", "N", "C", "O", "C", "C", "C", "C", "N", "H", "H", "H", "H", "H"], "coordinates": [[1.046, -3.035, -0.097], [1.295, -2.073, 0.047], [0.282, -1.313, -0.034], [-1.014, -1.676, -0.144], [-1.997, -0.735, -0.013], [-1.765, 0.597, 0.058], [-0.411, 1.124, -0.188], [0.627, 0.234, -0.009], [1.987, 0.452, -0.113], [-2.855, -1.330, 0.139], [-2.513, 1.238, 0.194], [-0.402, 2.120, -0.311], [2.206, 1.209, 0.483], [2.591, -0.339, -0.171]], "mulliken_charge": [0.2580, -0.7029, 0.4436, -0.3970, -0.3484, -0.4465, -0.6559, 0.4455, -0.4948, 0.4132, 0.5074, 0.4712, 0.2340, 0.2727]}

---

{"formula": "C5H6N2O", "method": "ωB97M-V/def2-TZVPD", "lumo_energy_ev": 0.896, "mol_weight_g_mol": 110.1, "total_energy_ev": -10305.203, "orbital_gap_ha": 0.3581, "e_above_lowest_kcal_mol": 101.48, "species": ["C", "C", "C", "C", "C", "H", "H", "H", "H", "H", "H", "N", "N", "O"], "coordinates": [[0.838, -0.548, 0.480], [0.341, -0.484, -1.000], [-0.876, -0.467, 0.710], [-1.043, 0.906, 0.236], [-0.320, 0.911, -1.075], [0.824, -0.635, -1.985], [-1.471, -1.629, -1.266], [-1.500, -0.837, 1.461], [-1.972, 1.482, 0.487], [0.015, 2.585, 0.176], [-0.460, 1.475, -1.926], [-0.741, -1.274, -0.459], [0.315, 1.649, 0.136], [1.739, -0.872, 1.151]], "mulliken_charge": [0.4083, -0.3511, -0.5712, -0.0116, -0.3937, 0.4686, 0.2992, 0.5881, 0.4013, 0.2365, 0.5168, -0.4806, -0.6172, -0.4932]}

---

{"formula": "C5H6N2O", "method": "ωB97M-V/def2-TZVPD", "lumo_energy_ev": -0.382, "mol_weight_g_mol": 110.1, "smiles": "CC(=O)n1ccnc1", "total_energy_ev": -10304.762, "orbital_gap_ha": 0.3266, "e_above_lowest_kcal_mol": 111.64, "species": ["C", "C", "O", "N", "C", "C", "N", "C", "H", "H", "H", "H", "H", "H"], "coordinates": [[2.165, 1.049, 0.265], [1.382, -0.125, 0.051], [1.821, -1.322, -0.253], [-0.081, -0.063, -0.129], [-0.842, 1.017, -0.250], [-2.130, 0.689, -0.065], [-2.095, -0.615, 0.234], [-0.963, -1.048, 0.097], [3.249, 0.597, 0.398], [1.978, 2.079, -0.554], [1.822, 1.627, 0.798], [-0.300, 1.897, -0.250], [-2.927, 1.552, -0.077], [-0.829, -1.924, 0.383]], "mulliken_charge": [-1.4773, 0.9248, -0.5663, 0.1434, -0.2764, -0.2470, -0.6468, -0.1748, 0.2593, 0.2939, 0.6381, 0.3422, 0.2515, 0.5354]}

---

{"formula": "C5H6N2O", "method": "ωB97M-V/def2-TZVPD", "lumo_energy_ev": [0.932, -1.064], "mol_weight_g_mol": 110.1, "s2": 2.010, "spin_multiplicity": 3, "total_energy_ev": -10300.899, "orbital_gap_ha": [0.2586, 0.2837], "e_above_lowest_kcal_mol": 97.92, "species": ["C", "C", "C", "C", "C", "N", "N", "O", "H", "H", "H", "H", "H", "H"], "coordinates": [[0.967, 1.209, 0.379], [-1.602, -1.052, -0.250], [0.769, -0.054, -0.010], [1.284, 2.436, 0.701], [-0.947, -0.818, -1.514], [-0.998, -1.320, 0.861], [0.494, -1.326, 0.850], [0.491, -0.105, -1.346], [0.442, 3.086, 0.964], [2.169, 2.975, 0.343], [-0.579, -1.690, -2.021], [-1.624, -0.266, -2.237], [-1.528, -1.946, 1.395], [0.661, -1.130, 1.886]], "lowdin_spin": [0.0292, 1.1285, -0.0001, 0.0035, 0.1909, 0.3481, 0.0895, 0.1158, 0.0018, 0.0013, 0.0356, 0.0184, 0.0339, 0.0037]}

---

{"formula": "C5H6N2O2", "method": "ωB97M-V/def2-TZVPD", "lumo_energy_ev": 0.453, "mol_weight_g_mol": 126.1, "smiles": "N#C[C@@]1(C(N)=O)C[C@H]1O", "total_energy_ev": -12353.851, "orbital_gap_ha": 0.3905, "e_above_lowest_kcal_mol": 86.95, "species": ["N", "C", "C", "C", "N", "O", "C", "C", "O", "H", "H", "H", "H", "H", "H"], "coordinates": [[-1.403, 2.188, -0.194], [-0.771, 1.199, -0.042], [-0.012, 0.014, 0.273], [1.331, -0.094, -0.222], [1.896, 1.176, 0.100], [1.971, -1.157, -0.626], [-0.474, -0.888, 1.346], [-0.779, -1.291, -0.020], [-1.992, -0.830, -0.609], [2.892, 1.342, 0.181], [1.467, 2.079, 0.707], [0.363, -1.574, 1.673], [-1.432, -0.694, 1.970], [-0.356, -2.196, -0.650], [-1.986, -0.256, -1.358]], "mulliken_charge": [-0.4678, -0.1801, 0.7598, 0.5428, -0.4639, -0.6123, -0.6660, -0.1008, -0.5765, 0.2540, 0.2811, 0.3009, 0.3077, 0.2890, 0.3322]}

---

{"formula": "C5H6N2O3", "method": "ωB97M-V/def2-TZVPD", "lumo_energy_ev": 0.471, "mol_weight_g_mol": 142.1, "smiles": "COC(=O)[C@]1(C(N)=O)C=N1", "total_energy_ev": -14402.894, "orbital_gap_ha": 0.3785, "e_above_lowest_kcal_mol": 46.52, "species": ["C", "O", "C", "O", "C", "C", "N", "O", "C", "N", "H", "H", "H", "H", "H", "H"], "coordinates": [[-2.746, -0.437, 0.242], [-1.428, -0.765, -0.119], [-0.480, 0.204, 0.021], [-0.696, 1.420, 0.241], [0.883, -0.387, -0.133], [2.118, 0.466, -0.017], [1.903, 1.851, -0.030], [3.261, 0.006, 0.056], [0.979, -1.715, -0.652], [1.033, -1.815, 0.588], [-3.048, -1.153, 0.955], [-3.422, -0.615, -0.636], [-2.698, 0.567, 0.704], [0.892, 2.138, 0.318], [2.581, 2.554, -0.002], [0.869, -2.319, -1.535]], "mulliken_charge": [-0.6312, -0.2632, 1.0625, -0.7291, 0.6565, 0.3933, -0.3581, -0.6175, -0.6306, -0.4643, 0.2581, 0.2082, 0.3321, 0.2773, 0.1670, 0.3390]}

---

{"formula": "C5H6N2O3S", "method": "ωB97M-V/def2-TZVPD", "lumo_energy_ev": [0.584, -2.810], "mol_weight_g_mol": 174.2, "s2": 2.023, "spin_multiplicity": 3, "total_energy_ev": -25236.664, "orbital_gap_ha": [0.2419, 0.2136], "e_above_lowest_kcal_mol": 0.00, "species": ["C", "C", "C", "C", "C", "N", "N", "O", "O", "O", "S", "H", "H", "H", "H", "H", "H"], "coordinates": [[0.834, -1.809, -0.068], [0.860, -1.068, -1.186], [0.653, -1.236, 1.164], [-1.673, 1.115, 0.051], [0.117, 0.860, -0.008], [0.518, 0.122, 1.134], [0.466, 0.248, -1.263], [-2.506, 0.377, -0.740], [-2.153, 1.975, 0.747], [0.529, 2.149, 0.023], [0.618, -2.038, 2.607], [1.102, -2.823, 0.006], [1.104, -1.462, -2.132], [0.652, 0.707, 1.911], [0.871, 0.796, -2.001], [-2.194, -0.493, -1.081], [0.201, 2.579, 0.837]], "lowdin_spin": [0.0463, 0.2638, 0.4037, 0.0020, 0.0218, 0.1434, 0.1297, 0.0026, 0.0036, 0.0037, 0.9460, 0.0002, 0.0197, 0.0090, 0.0039, 0.0005, 0.0000]}

---

{"formula": "C5H6N2S", "method": "ωB97M-V/def2-TZVPD", "lumo_energy_ev": -0.022, "mol_weight_g_mol": 126.2, "smiles": "SCc1ccnnc1", "total_energy_ev": -19095.273, "orbital_gap_ha": 0.3544, "e_above_lowest_kcal_mol": 63.14, "species": ["S", "C", "C", "C", "C", "N", "N", "C", "H", "H", "H", "H", "H", "H"], "coordinates": [[-2.626, 0.046, -0.577], [-1.530, -0.049, 0.843], [-0.068, 0.015, 0.467], [0.769, 1.192, 0.340], [2.074, 1.082, -0.246], [2.707, -0.065, -0.425], [2.067, -1.224, -0.063], [0.797, -1.107, 0.163], [-3.665, -0.222, 0.186], [-1.743, 0.657, 1.625], [-1.679, -0.991, 1.242], [0.435, 2.256, 0.598], [2.754, 1.799, -0.478], [0.251, -2.006, 0.065]], "mulliken_charge": [-0.1738, -0.7167, 0.3484, -0.3496, -0.2347, -0.4264, -0.3958, -0.1752, 0.1240, 0.4151, 0.3904, 0.2669, 0.5244, 0.4029]}

---

{"formula": "C5H6N3OS", "method": "ωB97M-V/def2-TZVPD", "lumo_energy_ev": [-6.478, -6.471], "mol_weight_g_mol": 156.2, "total_energy_ev": -22621.081, "orbital_gap_ha": [0.2077, 0.2080], "e_above_lowest_kcal_mol": 125.89, "total_charge": 1, "species": ["C", "C", "C", "C", "C", "N", "N", "N", "O", "S", "H", "H", "H", "H", "H", "H"], "coordinates": [[-2.652, -0.889, 0.425], [-2.509, 1.351, -0.397], [-0.356, 0.453, -0.526], [-3.850, -1.342, 0.631], [2.932, -0.275, 0.290], [0.881, 0.588, -0.374], [1.946, -0.069, -0.603], [-1.263, 1.540, -0.579], [-3.586, 1.723, -0.466], [-1.043, -1.208, -0.045], [-4.011, -2.444, 0.717], [-4.776, -0.813, 0.602], [2.667, -0.057, 1.314], [3.697, 0.519, -0.009], [3.624, -1.198, 0.179], [-0.894, 2.504, -0.602]], "mulliken_charge": [-0.0952, 0.3174, 0.4110, -0.4023, -0.6098, 0.1992, -0.2480, -0.1248, -0.2411, -0.0573, 0.2229, 0.2796, 0.3683, 0.3184, 0.3049, 0.3568]}